No. 1
Computed, not measured: a molecular structure, C39H43AsBr2F6N4O3RuSb, with wB97M-V/def2-TZVPD.

Geometry as XYZ:
```
100
Properties=species:S:1:pos:R:3:forces:R:3
Ru -0.34372 -0.90317 -0.69807 -0.018 -0.371 0.736
C -1.25302 -1.02361 -3.80182 0.057 -0.096 -0.003
C -0.07877 -1.91460 -3.60644 0.089 0.115 0.165
C 0.38226 -2.72559 -4.65478 -0.079 0.094 -0.090
C 1.45050 -3.54745 -4.47399 0.134 -0.145 -0.092
C 2.10230 -3.56044 -3.23049 0.100 -0.084 0.033
C 3.22635 -4.39306 -2.91793 0.056 -0.066 -0.067
Br 3.92373 -5.53798 -4.21278 0.005 -0.009 -0.002
C 3.83054 -4.39053 -1.66779 -0.046 0.005 -0.058
C 3.35953 -3.55408 -0.68456 -0.052 0.093 0.052
Br 4.15625 -3.53290 0.99892 -0.053 0.047 -0.024
C 2.24131 -2.67139 -0.92105 0.212 -0.231 -0.256
O 1.82385 -1.87761 -0.07397 -0.152 0.155 0.285
C 1.60604 -2.72303 -2.23544 -0.031 -0.048 -0.001
N 0.53390 -1.92490 -2.41486 -0.463 0.088 -0.315
H -1.46373 -0.86125 -4.85657 0.022 -0.039 0.015
H -1.09116 -0.05535 -3.33570 0.023 0.099 0.030
H -2.14474 -1.45593 -3.34362 -0.014 0.001 0.048
H -0.13628 -2.68998 -5.60381 0.013 0.011 0.054
H 1.80287 -4.18451 -5.27348 -0.023 0.005 0.002
H 4.67097 -5.04063 -1.46598 -0.031 0.004 -0.051
C -1.43763 4.98874 3.37426 -0.007 0.014 -0.005
C -1.22724 3.59400 3.99107 -0.025 0.036 -0.064
C 0.08893 3.57102 4.77970 0.045 -0.026 0.032
C -2.38040 3.29062 4.94955 -0.022 -0.004 0.003
C -1.17082 2.58805 2.84888 -0.078 0.027 0.095
C -2.22077 1.74575 2.52683 -0.022 -0.019 0.065
C -2.09567 0.84097 1.48518 0.112 -0.004 -0.072
N -0.99151 0.73619 0.74758 -0.083 -0.149 -0.090
C -0.00874 1.63286 0.96892 -0.078 -0.092 -0.013
C -0.05459 2.52571 2.01414 0.097 0.141 0.009
C 1.04920 1.65888 -0.05551 -0.178 -0.119 -0.072
C 1.96971 2.67834 -0.14800 0.135 0.169 0.054
C 2.83709 2.77339 -1.23178 0.024 0.029 -0.018
C 2.70392 1.79668 -2.21400 0.070 0.068 -0.021
C 1.77997 0.78939 -2.05622 0.021 0.014 0.139
N 0.97540 0.68930 -0.98946 0.118 0.223 -0.125
C 3.82541 3.92649 -1.32379 -0.025 0.021 0.023
C 3.02866 5.24047 -1.40945 -0.011 -0.007 0.014
C 4.70647 3.93427 -0.06456 -0.012 -0.024 0.023
C 4.72372 3.80795 -2.55407 0.028 0.006 -0.046
H -1.50631 5.74000 4.16602 0.018 -0.064 -0.056
H -2.35972 5.02095 2.78802 0.068 0.003 0.041
H -0.60743 5.26225 2.71634 -0.065 -0.018 0.047
H 0.00197 4.21990 5.65419 0.013 -0.031 -0.066
H 0.93250 3.93604 4.18845 -0.049 -0.043 0.040
H 0.32326 2.56109 5.13055 -0.016 0.077 -0.008
H -2.34860 3.99398 5.78343 -0.009 -0.034 -0.031
H -2.30903 2.27826 5.35892 -0.013 0.072 -0.024
H -3.35243 3.40552 4.46507 0.045 -0.019 0.034
H -3.15604 1.76968 3.06867 0.058 -0.021 -0.021
H -2.90344 0.18082 1.23317 -0.043 -0.139 -0.012
H 0.77284 3.20358 2.17171 -0.056 -0.037 0.010
H 1.98458 3.44101 0.61796 0.016 -0.045 -0.067
H 3.30392 1.81119 -3.11333 -0.034 -0.010 0.062
H 1.67849 0.03845 -2.81979 -0.038 -0.085 -0.023
H 2.42428 5.40682 -0.51371 0.045 -0.006 -0.074
H 2.36122 5.23832 -2.27455 0.037 0.013 0.047
H 3.71965 6.08075 -1.51047 -0.044 -0.051 0.015
H 4.11811 4.08037 0.84489 0.052 -0.013 -0.062
H 5.42728 4.75238 -0.12830 -0.044 -0.046 0.007
H 5.26055 2.99654 0.03163 -0.020 0.064 0.003
H 4.15098 3.87487 -3.48299 0.040 -0.014 0.052
H 5.29014 2.87205 -2.55446 -0.028 0.066 -0.002
H 5.44257 4.62959 -2.55298 -0.043 -0.047 -0.011
O -2.90424 -1.92291 1.25692 0.133 0.177 -0.052
C -2.74130 -2.59289 0.26363 -0.031 -0.081 -0.075
N -1.60036 -2.56938 -0.56680 -0.154 0.052 0.119
C -1.66363 -3.73844 -1.36279 0.031 0.105 -0.039
O -0.78474 -4.18708 -2.06551 0.020 0.041 0.066
C -2.99243 -4.38300 -1.16068 0.124 0.021 0.011
C -3.53145 -5.51743 -1.73011 -0.022 -0.078 -0.137
C -4.79939 -5.89890 -1.30249 0.011 -0.026 -0.014
C -5.48432 -5.16425 -0.33599 -0.008 0.057 0.061
C -4.91804 -4.03024 0.24096 -0.154 0.015 0.033
C -3.66345 -3.66528 -0.19846 0.137 0.057 0.060
H -2.99390 -6.07948 -2.48365 0.000 0.008 0.055
H -5.26274 -6.78405 -1.72149 0.016 0.058 0.007
H -6.47040 -5.48680 -0.02373 0.050 0.022 -0.034
H -5.44301 -3.44945 0.98928 0.043 -0.058 0.000
C -1.06410 -1.59937 3.66293 -0.152 0.028 -0.114
As 0.00934 -1.76478 2.05099 0.186 0.001 0.050
C 0.27321 -3.69115 2.05270 0.020 0.001 -0.119
C 1.64796 -1.02425 2.81763 0.017 -0.013 -0.115
H -0.51864 -2.09953 4.46203 0.018 -0.011 0.050
H -2.03717 -2.05914 3.51984 -0.002 -0.006 -0.017
H -1.19597 -0.55018 3.91453 0.007 0.052 0.006
H 0.96395 -3.97238 2.84452 0.021 -0.018 0.055
H 0.65460 -4.03693 1.09368 -0.001 0.022 0.020
H -0.69524 -4.15535 2.23398 -0.020 -0.015 -0.007
H 2.05703 -1.73293 3.53769 -0.006 0.011 0.028
H 1.38125 -0.10245 3.33496 0.010 0.002 -0.005
H 2.39049 -0.81829 2.05168 -0.021 -0.018 0.006
F -2.66392 0.02077 -1.31685 0.077 -0.032 0.036
Sb -3.19112 1.77473 -1.98964 0.116 -0.160 -0.203
F -3.27034 1.00092 -3.70019 -0.044 -0.089 -0.195
F -4.94177 1.25599 -1.61613 -0.296 0.091 0.011
F -3.55423 3.46116 -2.69480 -0.139 0.129 -0.049
F -3.02471 2.51571 -0.26970 -0.012 0.128 0.216
F -1.31666 2.01152 -2.22244 0.279 0.026 -0.011
```
Positions in Å, forces in eV/Å.

Results
frontier orbital gap (alpha / beta)	7.18 / 5.98	eV
<S²>	6.050
E_tot	-10274.823764	Ha
2S+1	5
HOMO energy (alpha / beta)	-10.75 / -11.56	eV
charge	+1
energy relative to the best compared isomer or geometry (same formula, charge and spin)	1.2	kcal/mol

***

No. 2
Computed, not measured: a molecular structure, C39H43BrO4P3Ru at a distorted geometry, with wB97M-V/def2-TZVPD.

Geometry as XYZ:
```
91
Properties=species:S:1:pos:R:3:forces:R:3
Ru -0.44599 0.54041 1.29721 0.664 -0.674 -0.163
C 2.29254 2.73173 3.23513 -0.105 -0.465 -0.189
P 0.86009 2.62861 2.10300 -0.045 1.324 0.471
C 1.22545 3.94531 0.87312 -0.180 -0.452 0.005
C -0.47653 3.40577 3.11737 0.084 -0.204 -0.013
C -1.72187 3.69429 2.28629 0.086 -0.242 -0.080
P -2.42014 2.14475 1.54396 -0.725 1.278 0.358
C -3.77745 1.69837 2.68904 0.390 -0.236 -0.153
C -3.30526 2.79196 0.07912 0.285 -0.434 0.012
H 2.51653 3.78390 3.41723 -0.083 0.009 -0.050
H 3.16515 2.25346 2.79112 0.002 -0.017 0.014
H 2.04847 2.23594 4.17242 0.011 -0.039 -0.005
H 1.04278 4.92267 1.32192 0.026 -0.017 0.024
H 0.60970 3.81698 -0.01629 0.047 0.058 -0.026
H 2.27264 3.88204 0.58270 0.001 -0.009 -0.046
H -0.08382 4.32865 3.55648 0.001 -0.100 -0.026
H -0.71240 2.70814 3.92579 0.131 0.121 0.016
H -1.48122 4.38139 1.46897 -0.128 -0.049 0.026
H -2.49276 4.16128 2.90724 0.025 -0.022 -0.143
H -4.45130 2.54824 2.80609 0.063 0.006 -0.044
H -3.35878 1.42356 3.65718 -0.057 -0.026 0.023
H -4.33298 0.85331 2.28390 -0.018 -0.021 0.051
H -3.99223 3.57911 0.39240 0.049 -0.006 0.069
H -3.86729 1.99071 -0.39791 -0.005 -0.003 -0.035
H -2.59010 3.19627 -0.63677 -0.008 0.011 -0.018
O 0.71265 1.15910 -0.65795 -0.948 0.273 2.121
P 1.16676 0.41501 -1.88007 0.497 -0.927 -1.652
C 2.96557 0.51718 -2.06626 -0.728 0.017 0.100
C 3.66517 -0.31936 -2.92673 0.023 -0.017 0.021
C 5.03020 -0.15014 -3.07944 0.003 -0.053 -0.049
C 5.69177 0.83975 -2.36939 0.002 0.008 0.037
C 4.99416 1.66211 -1.49942 0.020 0.050 0.047
C 3.62871 1.50323 -1.34850 -0.046 0.019 0.003
C 0.71557 -1.34585 -1.77932 0.222 0.672 0.033
C 0.67281 -2.18572 -2.88545 -0.014 0.098 0.083
C 0.42562 -3.53586 -2.70552 0.064 -0.068 -0.087
C 0.22110 -4.05007 -1.43475 -0.024 0.031 0.002
C 0.22742 -3.20595 -0.33536 0.004 0.011 0.227
C 0.48503 -1.86074 -0.51477 0.044 0.251 0.080
C 0.35149 1.09026 -3.35058 0.428 -0.267 0.648
C -0.93434 1.59026 -3.18443 -0.025 -0.020 0.033
C -1.64201 2.02229 -4.29129 -0.063 0.025 0.010
C -1.06515 1.95014 -5.55135 0.023 0.003 -0.006
C 0.22650 1.47140 -5.70625 0.009 0.017 -0.116
C 0.94600 1.04685 -4.60360 -0.002 -0.028 0.059
H 3.15087 -1.10265 -3.46225 0.002 -0.124 -0.088
H 5.57942 -0.79171 -3.75034 0.054 -0.075 -0.056
H 6.75657 0.96590 -2.48564 0.109 0.006 -0.036
H 5.51307 2.42809 -0.94402 0.064 0.060 0.049
H 3.06051 2.12994 -0.67789 0.024 0.112 0.060
H 0.82562 -1.78495 -3.87641 -0.005 0.009 -0.156
H 0.40772 -4.19048 -3.56204 -0.014 -0.098 -0.099
H 0.07191 -5.10982 -1.29385 -0.086 -0.078 -0.027
H 0.06822 -3.59223 0.65955 0.012 -0.055 0.131
H 0.54826 -1.18781 0.35093 0.241 -0.653 -0.272
H -1.35602 1.62970 -2.18744 -0.112 -0.004 -0.046
H -2.64109 2.41449 -4.17786 -0.101 0.041 0.004
H -1.61959 2.27940 -6.41618 -0.061 0.045 -0.080
H 0.67727 1.43434 -6.68568 0.029 0.019 -0.101
H 1.96328 0.69888 -4.70906 0.064 -0.027 -0.089
Br 2.89789 -1.88051 2.13305 0.348 -0.043 0.097
C 2.47594 -2.04130 3.98297 -0.096 0.053 0.018
C 3.35082 -2.72609 4.80955 -0.068 0.112 -0.254
C 3.08225 -2.80355 6.16440 -0.222 0.084 0.061
C 1.95185 -2.19502 6.69038 -0.042 0.002 -0.052
C 1.08351 -1.50058 5.86237 0.083 0.053 0.025
C 1.33479 -1.42242 4.49896 0.063 -0.008 -0.322
C 0.40449 -0.71253 3.56896 0.487 -0.490 0.974
O 0.05567 0.47333 3.76341 -0.266 0.655 -0.421
O 0.01007 -1.34494 2.55565 -0.802 0.561 -1.529
H 4.22981 -3.19219 4.39633 0.114 -0.029 -0.063
H 3.75775 -3.34042 6.81001 0.083 -0.071 0.080
H 1.74473 -2.26769 7.74536 -0.030 0.019 0.127
H 0.20432 -1.01924 6.26451 -0.065 0.029 0.056
C -2.94407 -1.80633 1.20717 0.337 0.358 0.198
C -2.66000 -1.30641 -0.17750 -0.481 -0.800 0.053
O -2.09957 -0.22161 -0.34788 0.662 0.634 0.318
C -3.05031 -2.13384 -1.31639 -0.017 0.024 -0.396
C -2.65863 -1.74156 -2.60287 -0.034 0.048 0.215
C -2.97856 -2.51698 -3.69714 -0.075 0.002 -0.033
C -3.71806 -3.68060 -3.53034 0.058 0.053 0.080
C -4.11879 -4.07402 -2.26167 -0.069 -0.088 0.034
C -3.78274 -3.31664 -1.15903 0.125 0.215 0.018
H -2.43689 -1.15459 1.93120 -0.220 -0.262 -0.029
H -2.58296 -2.82401 1.33396 0.028 -0.045 0.057
H -4.01483 -1.79921 1.40618 -0.098 -0.015 -0.032
H -2.10046 -0.82537 -2.72330 0.050 0.055 -0.040
H -2.66246 -2.20766 -4.68026 0.019 0.022 -0.148
H -3.98864 -4.28389 -4.38293 0.002 -0.038 -0.112
H -4.70101 -4.97225 -2.12928 -0.039 -0.100 -0.022
H -4.10018 -3.64374 -0.18393 -0.060 -0.055 0.178
```
Positions in Å, forces in eV/Å.

Results
frontier orbital gap (alpha / beta)	8.22 / 5.70	eV
<S²>	8.760
E_tot	-5505.402259	Ha
2S+1	6
HOMO energy (alpha / beta)	-13.41 / -13.42	eV
charge	+2
energy relative to the best compared isomer or geometry (same formula, charge and spin)	12.2	kcal/mol

***

No. 3
Computed, not measured: a molecular structure, C39H43ClP2Si2Y at a distorted geometry, with wB97M-V/def2-TZVPD.

Geometry as XYZ:
```
88
Properties=species:S:1:pos:R:3:forces:R:3
C 0.99184 4.43443 -0.11294 0.799 -0.291 0.016
C 1.31859 3.38965 0.81452 0.711 0.454 -0.575
C 2.19463 2.47575 0.15351 0.156 0.781 -0.006
H 1.02949 3.34169 1.86109 -0.023 -0.016 -0.289
C 2.40694 2.94971 -1.18054 0.005 0.412 0.373
C 1.66378 4.15804 -1.34709 0.289 -0.132 0.867
H 1.66072 4.79120 -2.22918 -0.042 -0.154 0.148
H 0.41150 5.32459 0.10692 -0.030 -0.224 -0.074
H 2.67887 1.61822 0.61033 -0.206 0.108 -0.184
H 3.07050 2.50001 -1.91491 -0.248 0.058 0.194
Y -0.01310 2.27672 -0.99370 -1.811 -1.105 -0.022
Si 1.87239 -4.10901 0.37906 -1.665 -1.448 -0.354
C 0.93643 -5.46798 1.28623 0.271 -0.289 0.384
C -0.05040 -6.21446 0.61430 -0.139 0.038 0.547
H -0.19222 -6.08896 -0.46287 0.036 -0.043 0.264
C -0.88609 -7.08428 1.32497 0.182 0.138 -0.221
H -1.67040 -7.62815 0.79564 0.239 0.099 0.161
C -0.72174 -7.25173 2.70235 0.266 0.238 0.004
H -1.37230 -7.93246 3.25516 0.210 0.222 -0.171
C 0.28645 -6.54495 3.36651 -0.029 -0.051 -0.021
H 0.42518 -6.68135 4.44008 -0.038 0.024 -0.276
C 1.11383 -5.65928 2.66627 -0.441 -0.209 -0.279
H 1.88899 -5.09531 3.18884 -0.226 -0.171 -0.036
C 2.55283 -4.86025 -1.18944 0.197 0.269 -0.387
C 3.41184 -5.97008 -1.09819 -0.048 0.065 -0.430
H 3.72146 -6.33611 -0.11524 -0.114 0.010 -0.318
C 3.86738 -6.60677 -2.25969 -0.082 0.153 0.187
H 4.52105 -7.47636 -2.18029 -0.174 0.239 -0.021
C 3.48616 -6.13310 -3.51878 -0.130 0.174 0.137
H 3.83517 -6.63481 -4.42564 -0.113 0.178 0.346
C 2.65714 -5.01143 -3.61556 0.034 0.007 0.151
H 2.36406 -4.62519 -4.59177 0.090 -0.136 0.202
C 2.19808 -4.37408 -2.45785 0.129 -0.345 -0.018
H 1.55184 -3.49351 -2.53931 0.227 -0.355 -0.046
H 2.97147 -3.62094 1.23808 -0.247 0.335 0.093
Si -0.06043 -2.62298 0.00320 2.011 1.757 0.724
C 1.25050 -1.38987 -0.69021 -0.396 0.957 -0.090
C 2.44279 -1.08531 0.00343 0.300 -0.263 -0.555
H 2.54874 -1.30464 1.06759 -0.082 -0.095 -0.327
C 3.56327 -0.59106 -0.67895 -0.113 -0.008 0.181
H 4.51450 -0.48304 -0.15073 -0.328 0.042 -0.126
C 3.48097 -0.26363 -2.02858 -0.006 -0.007 -0.096
H 4.36845 0.08094 -2.56794 -0.345 -0.096 0.189
C 2.25020 -0.37400 -2.67961 -0.012 0.195 0.042
H 2.15872 -0.05512 -3.71794 0.015 -0.126 0.159
C 1.14376 -0.91251 -2.01247 0.386 0.104 -0.011
H 0.18760 -0.99158 -2.52956 0.259 -0.184 -0.003
C -0.39523 -1.98750 1.73777 -0.583 0.084 0.315
C 0.15446 -0.81132 2.27952 0.077 -0.421 0.528
H 0.58870 -0.04584 1.62954 0.100 -0.365 0.156
C 0.19397 -0.62900 3.66942 -0.246 0.036 -0.200
H 0.71180 0.23618 4.08978 -0.205 -0.195 -0.097
C -0.41364 -1.55888 4.51758 -0.051 -0.149 -0.249
H -0.35074 -1.44296 5.60062 -0.029 -0.008 -0.319
C -1.12240 -2.63394 3.96725 -0.127 0.222 -0.017
H -1.65140 -3.33147 4.61695 0.125 0.198 -0.133
C -1.14697 -2.82491 2.58437 0.575 0.144 0.306
H -1.71153 -3.65931 2.15711 0.314 0.077 0.216
H -1.32544 -2.37923 -0.70411 0.017 -0.794 -0.557
Cl -1.78626 0.49076 -1.19484 -0.098 0.094 -0.110
C -3.48989 3.56431 -2.77221 0.019 -0.442 -0.191
P -1.88389 4.17222 -2.13797 -0.324 0.664 0.218
C -1.24580 5.12701 -3.54812 0.104 0.040 -0.327
C -2.43151 5.46890 -0.94742 0.214 -0.236 0.711
C -2.74898 6.76928 -1.33590 -0.022 0.088 0.142
C -3.12131 7.71726 -0.37412 0.000 -0.236 0.031
C -3.20437 7.35661 0.97219 0.030 -0.166 -0.185
C -2.91718 6.04532 1.37080 -0.025 0.189 -0.148
C -2.52043 5.10101 0.42636 0.257 0.005 -0.664
P -2.09825 3.35520 0.84965 -0.328 0.440 -0.018
C -1.74671 3.42206 2.63438 0.127 -0.130 0.283
C -3.76821 2.60638 0.86750 0.053 -0.273 -0.004
H -3.37866 2.49969 -3.01150 -0.221 0.217 -0.031
H -3.74881 4.12970 -3.67572 -0.080 -0.173 0.246
H -4.28159 3.68303 -2.02387 0.245 -0.027 -0.218
H -2.08398 5.48477 -4.16108 0.372 0.040 0.080
H -0.63949 5.97212 -3.20178 -0.091 -0.205 -0.106
H -0.61457 4.45954 -4.15135 -0.189 0.287 0.004
H -2.70124 7.05685 -2.38916 0.005 -0.034 0.358
H -3.34806 8.73650 -0.68624 0.047 -0.264 0.114
H -3.49737 8.09219 1.71904 0.062 -0.140 -0.185
H -2.99856 5.77199 2.42489 0.037 0.116 -0.312
H -2.69078 3.48884 3.19352 0.376 0.019 -0.038
H -1.22609 2.49437 2.91548 -0.198 0.263 0.054
H -1.10844 4.28123 2.87472 -0.096 -0.236 -0.027
H -4.31672 2.99752 1.73422 0.035 -0.105 -0.283
H -4.31544 2.83771 -0.05226 0.158 -0.124 0.220
H -3.65045 1.51918 0.94589 -0.159 0.191 0.005
```
Positions in Å, forces in eV/Å.

Results
frontier orbital gap	6.89	eV
E_tot	-3272.041184	Ha
HOMO energy	-10.13	eV
charge	+1
energy relative to the best compared isomer or geometry (same formula, charge and spin)	0.0	kcal/mol

***

- What is the E_tot in the first record?
  -10274.823764 Ha

***

- The highest energy relative to the best compared isomer or geometry (same formula, charge and spin) belongs to which entry?
  C39H43BrO4P3Ru